# 1
134
Properties=species:S:1:pos:R:3 method="wB97M-V/def2-TZVPD" e_homo_ev=-9.32 lumo_energy_ev=-0.818 spin_multiplicity=1 gap_ha=0.3124 de_lowest_kcal_mol=0.0
C -1.72527 6.65063 3.56796
C -0.44446 5.85266 3.45270
C 0.67557 6.69686 2.83375
O 0.26000 7.05511 1.53794
C 1.11515 7.91286 0.83894
N -0.10077 5.34201 4.75611
H -1.85875 7.30563 2.70200
H -1.70980 7.28859 4.44865
H -2.57977 5.97576 3.50183
H -0.61302 5.00192 2.78689
H 1.60924 6.12127 2.75057
H 0.86228 7.57685 3.47092
H 1.18145 8.90070 1.30965
H 0.70947 8.08427 -0.16317
H 2.10232 7.46404 0.66101
H 0.71199 4.72701 4.75492
H 0.21327 6.05013 5.41799
C 5.86821 -6.42345 3.66635
C 4.43027 -6.87006 3.61911
C 3.56493 -6.02797 2.68666
O 3.48480 -4.72489 3.17979
C 2.54949 -3.91788 2.49585
N 4.34988 -8.32190 3.28875
H 6.39681 -6.98484 4.44707
H 5.97118 -5.38591 3.98278
H 6.42618 -6.64409 2.75397
H 3.97675 -6.80760 4.61514
H 2.58062 -6.48829 2.52167
H 4.06798 -6.05007 1.69602
H 2.48826 -2.97164 3.03247
H 1.57158 -4.39022 2.39862
H 2.94234 -3.64650 1.50311
H 3.36249 -8.58404 3.31309
H 4.54824 -8.44671 2.29072
C 1.54729 4.13381 -4.40346
C 1.19324 2.65224 -4.41119
C 1.32192 2.08217 -5.80342
O 1.01666 0.71712 -5.75248
C 1.20907 0.05107 -6.97820
N 2.12270 2.04259 -3.43889
H 1.25612 4.58686 -3.46080
H 1.10149 4.67872 -5.24215
H 2.62223 4.29288 -4.54886
H 0.15857 2.58945 -4.06937
H 2.33800 2.29975 -6.16621
H 0.59969 2.58301 -6.46637
H 2.25453 0.05798 -7.29193
H 0.58209 0.51779 -7.75231
H 0.83612 -0.96537 -6.87061
H 1.91270 1.05170 -3.35199
H 3.07111 2.13124 -3.78843
C -1.45238 0.02908 -3.31816
C -0.87908 -1.39702 -3.45162
C -1.62735 -2.16184 -4.51657
O -3.02304 -2.09278 -4.20378
C -3.81730 -2.50736 -5.29053
N 0.56045 -1.38182 -3.77969
H -0.93388 0.52435 -2.49752
H -2.51484 0.03686 -3.06284
H -1.33459 0.57025 -4.26067
H -1.07450 -1.90965 -2.50998
H -1.38498 -3.23075 -4.51753
H -1.43323 -1.72665 -5.50872
H -3.81532 -1.72618 -6.06069
H -4.83816 -2.64158 -4.93154
H -3.50072 -3.46683 -5.71514
H 1.06801 -1.15011 -2.93070
H 0.71145 -0.62558 -4.45206
C -0.71239 0.87499 7.68407
C -0.56747 0.14926 6.49979
C -1.07226 0.66106 5.30568
C -1.54415 1.96856 5.26872
C -1.61590 2.70975 6.43783
C -1.28817 2.13091 7.65760
H -0.34351 0.43083 8.60031
H -0.12817 -0.83900 6.56551
H -1.05218 0.05188 4.40761
H -1.88960 2.38565 4.33023
H -1.98750 3.72446 6.38158
H -1.44760 2.69269 8.56922
C -2.68200 -2.61392 0.98531
C -2.83060 -2.36694 2.33308
C -3.51835 -1.24108 2.78007
C -4.05244 -0.37559 1.84197
C -4.01311 -0.67475 0.48844
C -3.26948 -1.76396 0.06518
H -2.04343 -3.40864 0.62499
H -2.37412 -3.05846 3.03425
H -3.53768 -1.01699 3.83796
H -4.68951 0.41733 2.23089
H -4.49305 0.02672 -0.18035
H -3.21766 -2.02514 -0.98845
C 0.43746 2.78215 0.71928
C 1.26034 2.22434 -0.24351
C 1.34054 0.85934 -0.40335
C 0.65283 0.06234 0.49690
C -0.19694 0.59158 1.44499
C -0.32845 1.96934 1.55907
N 0.82617 -1.38083 0.40396
O 1.49489 -1.80611 -0.52540
O 0.27911 -2.08632 1.21946
H 0.28431 3.85733 0.72331
H 1.87407 2.84381 -0.88387
H 2.06104 0.35847 -1.03253
H -0.74509 -0.09781 2.07924
H -0.94625 2.39975 2.33479
C 0.81969 -5.35779 -0.27537
C 0.60685 -6.65076 0.17311
C 0.59880 -7.71795 -0.70628
C 0.87368 -7.46821 -2.03504
C 1.17897 -6.19997 -2.49318
C 1.16199 -5.14228 -1.60528
N 0.84233 -8.58885 -2.99059
O 0.47161 -9.66716 -2.57955
O 1.18555 -8.36748 -4.13303
H 0.71684 -4.49698 0.37083
H 0.40868 -6.85806 1.21854
H 0.39864 -8.71826 -0.35481
H 1.35570 -6.08819 -3.55448
H 1.42761 -4.16220 -1.97623
C -2.96099 3.23019 -0.24362
C -2.78958 2.84364 -1.57215
C -2.20393 3.70614 -2.47590
C -1.78600 4.96480 -2.06062
C -1.95166 5.35318 -0.74852
C -2.51486 4.47274 0.16492
N -1.35329 5.94237 -3.07096
O -1.31324 5.59692 -4.22934
O -1.09553 7.05892 -2.67447
H -3.35780 2.51580 0.46468
H -3.18164 1.88853 -1.89574
H -2.07053 3.39244 -3.50286
H -1.65644 6.32426 -0.37531
H -2.57817 4.81152 1.19195


# 2
32
Properties=species:S:1:pos:R:3 method="wB97M-V/def2-TZVPD" e_homo_ev="-12.38 / -12.38" lumo_energy_ev="-4.822 / -4.821" spin_multiplicity=1 gap_ha="0.2777 / 0.2778" de_lowest_kcal_mol=105.2 charge=+1
C 2.26685 -2.12860 -0.39393
C 1.13868 -2.82743 -0.77724
C 2.02941 -0.96710 0.19439
C -0.11231 -2.26958 -0.72639
C 0.75008 -0.27266 0.19543
C 1.10955 0.76258 -0.90380
C 0.55610 0.46037 1.52035
C 1.42409 1.76462 1.23089
C -1.61773 -0.53641 0.05432
C -4.21434 -0.10515 0.38996
C 2.13388 2.83689 -0.93807
C -3.02129 -1.02930 -0.12815
N -0.43994 -1.07197 -0.11161
N 1.40847 1.87765 -0.20137
O 1.08954 0.59784 -2.11678
H 3.26487 -2.36746 -0.64194
H 1.23741 -3.71519 -1.32257
H 2.75298 -0.27724 0.37460
H -0.81722 -2.94421 -1.06382
H -0.43383 0.69599 1.73854
H 1.12419 -0.01345 2.33844
H 0.94467 2.71148 1.60816
H 2.43425 1.74454 1.69935
H -1.83613 0.52249 0.35262
H -3.99792 0.16126 1.53023
H -5.13340 -0.74708 0.31281
H -4.56006 0.77344 -0.06467
H 2.53341 2.38448 -1.90468
H 1.54698 3.73747 -1.10577
H 2.90366 3.35151 -0.31758
H -3.23500 -1.12151 -1.17393
H -3.22992 -1.98829 0.35219


# 3
14
Properties=species:S:1:pos:R:3 method="wB97M-V/def2-TZVPD" e_homo_ev=-8.72 lumo_energy_ev=0.877 spin_multiplicity=1 gap_ha=0.3527 de_lowest_kcal_mol=78.9
O 1.78314 -0.47524 0.64107
C 0.49726 0.11544 0.71164
C 0.39278 1.40759 -0.10860
N -0.35365 1.04127 -1.33875
C -1.40723 -1.60713 0.50915
C -0.54884 -0.72156 0.02527
O -0.49116 -0.40159 -1.30527
H 1.90792 -0.80138 -0.26127
H 0.29534 0.27172 1.77166
H -0.17377 2.17577 0.42658
H 1.39926 1.77565 -0.32317
H 0.22687 1.17226 -2.16207
H -2.12358 -2.08830 -0.14682
H -1.40435 -1.86449 1.56058


# 4
42
Properties=species:S:1:pos:R:3 method="wB97M-V/def2-TZVPD" e_homo_ev=-8.96 lumo_energy_ev=0.397 spin_multiplicity=1 gap_ha=0.3440 de_lowest_kcal_mol=63.6
C 1.45196 2.38322 0.13347
N 0.72268 1.28962 0.79810
C 0.19184 1.67727 2.11106
C 2.77386 0.10182 1.63137
C 1.52251 0.04280 0.78003
C 0.69425 -1.10846 1.40649
N -0.50875 -1.57688 0.77311
C -1.42122 -2.23607 1.71699
H 2.03091 1.94282 -0.67548
H 0.71549 3.14170 -0.11378
H 2.21140 2.81034 0.80298
H -0.21830 2.68351 2.10158
H 0.81870 1.47383 2.97790
H -0.68352 1.02395 2.19456
H 2.58289 0.58508 2.59057
H 3.14105 -0.87176 1.95664
H 3.60355 0.66271 1.19688
H 1.70129 -0.15770 -0.27567
H 0.54959 -0.73994 2.43873
H 1.32134 -1.94265 1.72612
H -0.99703 -0.80957 0.33385
H -2.36348 -1.70617 1.84197
H -0.96166 -2.31371 2.70646
H -1.65317 -3.26592 1.43454
H -2.21957 1.26919 -1.85047
H -3.24723 0.38790 -2.48848
O -2.29306 0.48554 -2.41793
H -3.02761 -0.23235 0.32040
H -4.09755 -0.63554 -0.62640
O -3.97264 -0.38671 0.29892
H -2.05694 2.91214 0.46933
H -1.71577 1.41596 0.18743
O -2.22504 2.17332 -0.12009
H 0.31000 -2.61299 -3.26005
H -0.14529 -2.47262 -1.77227
O -0.16548 -2.05031 -2.63816
H -1.00855 0.99887 -4.09474
H 0.25139 0.01478 -3.85047
O -0.09290 0.79774 -4.28418
H 3.56005 -1.57167 -2.50311
H 2.11028 -1.52244 -1.79265
O 2.80976 -2.06060 -2.16555


What did the second record say?
32
Properties=species:S:1:pos:R:3 method="wB97M-V/def2-TZVPD" e_homo_ev="-12.38 / -12.38" lumo_energy_ev="-4.822 / -4.821" spin_multiplicity=1 gap_ha="0.2777 / 0.2778" de_lowest_kcal_mol=105.2 charge=+1
C 2.26685 -2.12860 -0.39393
C 1.13868 -2.82743 -0.77724
C 2.02941 -0.96710 0.19439
C -0.11231 -2.26958 -0.72639
C 0.75008 -0.27266 0.19543
C 1.10955 0.76258 -0.90380
C 0.55610 0.46037 1.52035
C 1.42409 1.76462 1.23089
C -1.61773 -0.53641 0.05432
C -4.21434 -0.10515 0.38996
C 2.13388 2.83689 -0.93807
C -3.02129 -1.02930 -0.12815
N -0.43994 -1.07197 -0.11161
N 1.40847 1.87765 -0.20137
O 1.08954 0.59784 -2.11678
H 3.26487 -2.36746 -0.64194
H 1.23741 -3.71519 -1.32257
H 2.75298 -0.27724 0.37460
H -0.81722 -2.94421 -1.06382
H -0.43383 0.69599 1.73854
H 1.12419 -0.01345 2.33844
H 0.94467 2.71148 1.60816
H 2.43425 1.74454 1.69935
H -1.83613 0.52249 0.35262
H -3.99792 0.16126 1.53023
H -5.13340 -0.74708 0.31281
H -4.56006 0.77344 -0.06467
H 2.53341 2.38448 -1.90468
H 1.54698 3.73747 -1.10577
H 2.90366 3.35151 -0.31758
H -3.23500 -1.12151 -1.17393
H -3.22992 -1.98829 0.35219